Record 1
A molecular structure, C8H4BrIO2. Source: the Open Molecules 2025 dataset; level of theory: ωB97M-V/def2-TZVPD.

```
16
Properties=species:S:1:pos:R:3:forces:R:3
C 0.870 -1.172 -1.649 -0.1 -0.2 -0.1
C 1.456 0.083 -1.540 0.0 0.2 0.1
C -0.138 -1.577 -0.788 -0.1 0.1 0.1
C 1.086 0.972 -0.536 0.0 -0.2 -0.1
C -0.539 -0.681 0.189 0.5 0.4 -0.2
C 0.094 0.544 0.308 -1.7 0.8 2.2
C -1.632 -0.777 1.170 -0.1 -0.3 -0.2
C -0.637 1.258 1.567 1.7 -0.5 -2.1
O -2.459 -1.617 1.327 0.2 0.2 0.1
O -1.613 0.379 1.944 -0.4 -0.2 0.3
Br 0.664 1.495 3.013 -0.2 0.0 -0.2
I -1.490 3.151 0.972 0.1 -0.3 0.1
H 1.193 -1.842 -2.429 0.1 -0.1 -0.1
H 2.211 0.384 -2.249 0.1 0.0 -0.1
H -0.606 -2.545 -0.862 -0.1 -0.1 -0.1
H 1.542 1.944 -0.437 0.1 0.1 0.0
```
Positions in Å, forces in eV/Å.

Calculated values
- Energy relative to the best compared isomer or geometry (same formula, charge and spin): 0.0 kcal/mol
- HOMO-LUMO gap: 9.5 eV
- Max |F|: 2.9 eV Å⁻¹
- E_tot: -3329.45184 Ha
- Net charge: 0

***

Record 2
2 unconnected molecules or ions with the total composition C8H4Cl5N. Source: the Open Molecules 2025 dataset; level of theory: ωB97M-V/def2-TZVPD.

```
18
Properties=species:S:1:pos:R:3:forces:R:3
Cl -4.067 -1.445 2.345 -0.2 0.0 0.2
C -4.359 -0.343 1.129 1.1 0.2 -0.8
C -4.736 0.818 0.690 0.5 -1.5 -0.7
Cl -5.534 2.243 0.869 -0.4 0.9 0.1
C -4.084 -0.087 -0.326 -2.0 0.6 1.7
Cl -5.196 -0.886 -1.474 0.4 0.0 -0.2
Cl -2.575 0.366 -1.027 0.4 0.2 -0.3
Cl -2.009 -2.830 -0.134 0.4 -0.4 -0.6
C -0.603 -1.782 -0.066 -0.7 0.2 0.2
C 0.252 -1.580 -1.151 1.8 0.3 2.0
C 1.334 -0.666 -0.874 -3.2 -2.5 0.1
C 1.370 -0.012 0.347 2.8 1.3 -1.8
C 0.415 -0.219 1.265 -1.6 -1.1 0.3
N -0.563 -1.147 1.073 0.8 1.5 0.9
H 0.316 -2.360 -1.898 -0.3 0.6 -0.6
H 2.041 -0.684 -1.634 1.6 0.7 -0.9
H 2.241 0.662 0.541 -1.0 -0.5 0.0
H 0.459 0.399 2.148 -0.5 -0.4 0.5
```
Positions in Å, forces in eV/Å.

Calculated values
- HOMO-LUMO gap: 10.2 eV
- Max |F|: 4.1 eV Å⁻¹
- E_tot: -2662.86061 Ha
- SMILES: ClC1=C(Cl)C1(Cl)Cl.Clc1ccccn1
- Net charge: 0

***

Record 3
A molecular structure, C8H4Cl6Cr2O4. Source: the Open Molecules 2025 dataset; level of theory: ωB97M-V/def2-TZVPD.

```
24
Properties=species:S:1:pos:R:3:forces:R:3
Cr -0.846 3.869 0.619 0.6 -0.4 -0.4
Cr -1.654 -2.974 1.019 2.1 1.3 -1.7
C 0.924 0.122 1.142 -0.7 -5.9 -0.8
C 0.210 -1.079 0.671 2.1 4.9 -0.4
C -0.677 -0.970 -0.638 0.4 3.2 2.4
O -1.388 -1.976 -0.837 -1.4 -3.0 0.8
C -0.915 0.313 -1.208 0.3 -5.3 -0.1
C -0.316 1.365 -0.632 -0.2 6.1 -2.2
C 0.593 1.314 0.597 -1.5 3.3 1.6
O 0.728 2.349 1.348 -0.5 -0.7 -2.5
O -0.613 2.543 -1.188 1.1 -2.3 2.9
O 0.191 -2.165 1.333 -2.0 -1.8 0.2
H 1.572 0.092 2.006 -0.2 -0.1 0.2
H -1.558 0.294 -2.075 -0.1 0.7 0.1
C -0.660 1.778 -5.435 0.9 0.9 0.8
Cl -1.277 0.551 -6.394 -1.5 -1.6 -1.5
Cl -1.117 3.406 -6.039 0.0 -0.7 0.6
Cl 1.087 1.579 -5.452 0.8 0.4 0.3
H -0.952 1.542 -4.412 -0.3 1.0 -0.1
C 1.258 -2.352 5.031 0.6 -0.3 -0.5
Cl -0.123 -3.066 5.900 0.3 0.3 -0.3
Cl 2.602 -3.479 4.875 0.0 -0.7 0.0
Cl 1.922 -0.923 5.777 -0.5 0.6 0.3
H 1.010 -2.129 3.993 -0.5 0.1 0.4
```
Positions in Å, forces in eV/Å.

Calculated values
- HOMO-LUMO gap (alpha / beta): 4.0 / 6.1 eV
- Max |F|: 6.5 eV Å⁻¹
- E_tot: -5457.88459 Ha
- Net charge: +1
- 2S+1: 10

***

Record 4
A molecular structure, C8H4NOPtS5. Source: the Open Molecules 2025 dataset; level of theory: ωB97M-V/def2-TZVPD.

```
20
Properties=species:S:1:pos:R:3:forces:R:3
Pt 0.628 -0.976 -0.676 -0.9 1.0 0.2
S -1.015 -1.262 -2.582 0.3 -0.2 -0.6
C -1.078 0.433 -2.324 0.1 0.0 0.1
C -1.921 1.421 -2.861 0.0 -0.2 0.0
C -1.749 2.724 -2.463 0.0 0.2 0.0
C -0.756 3.066 -1.537 -0.1 0.0 -0.1
C 0.023 2.053 -1.029 0.0 -0.1 -0.1
N -0.145 0.785 -1.416 -0.2 0.2 0.4
H -2.688 1.138 -3.568 0.0 0.0 0.0
H -2.394 3.495 -2.869 0.0 0.0 0.0
H -0.602 4.084 -1.211 0.0 0.0 0.0
H 0.801 2.224 -0.296 0.0 0.0 0.0
O 2.018 -3.469 5.514 0.0 0.0 0.0
C 1.748 -3.031 4.424 0.0 0.0 0.0
S 2.325 -3.737 2.906 0.0 0.0 0.1
C 1.547 -2.587 1.848 0.1 0.1 -0.6
C 0.809 -1.625 2.411 -0.2 0.2 -0.1
S -0.059 -0.436 1.464 0.6 0.0 0.3
S 0.712 -1.619 4.157 0.0 0.0 0.1
S 1.797 -2.681 0.108 0.2 -1.2 0.3
```
Positions in Å, forces in eV/Å.

Calculated values
- HOMO-LUMO gap (alpha / beta): 6.4 / 6.4 eV
- Max |F|: 1.4 eV Å⁻¹
- E_tot: -2547.65349 Ha
- Net charge: -1

***

Record 5
A molecular structure, C8H5AgAsF6NO10S3. Source: the Open Molecules 2025 dataset; level of theory: ωB97M-V/def2-TZVPD.

```
35
Properties=species:S:1:pos:R:3:forces:R:3
Ag -0.666 -0.038 -1.095 -0.4 0.2 0.7
O -3.276 1.268 2.250 0.0 -0.3 -0.1
As -1.824 0.219 2.223 0.0 -0.2 0.1
O -1.839 -0.552 3.686 0.0 0.1 -0.2
O -1.751 -0.754 0.880 0.1 0.2 0.0
C -0.415 1.573 2.321 0.0 0.2 -0.2
C 0.305 1.497 3.514 0.0 0.0 0.0
C 1.339 2.376 3.785 0.1 0.1 0.0
C 1.671 3.360 2.861 0.0 0.0 0.0
C 0.973 3.450 1.671 -0.2 -0.1 0.0
C -0.069 2.562 1.392 0.1 -0.1 0.2
S -0.791 2.753 -0.238 0.0 0.2 -0.1
O -0.996 4.180 -0.398 0.1 0.1 0.0
O -2.003 1.949 -0.262 0.0 0.2 0.0
O 0.252 2.200 -1.122 -0.1 0.1 0.1
H -3.944 0.692 2.641 -0.1 0.1 0.1
H 0.018 0.727 4.222 0.0 0.0 0.0
H 1.889 2.297 4.717 0.0 0.0 0.0
H 2.475 4.058 3.068 0.0 0.0 0.0
H 1.211 4.206 0.934 0.0 0.0 0.0
F 3.270 -3.050 -3.799 0.1 -0.1 -0.2
C 2.911 -2.824 -2.537 0.0 0.1 0.0
F 3.993 -2.427 -1.866 0.3 0.1 0.1
F 2.498 -3.971 -2.007 -0.1 -0.2 0.1
S 1.627 -1.521 -2.431 -0.2 -0.2 -0.1
O 1.430 -1.358 -1.006 0.0 -0.1 -0.5
O 2.152 -0.421 -3.183 0.0 0.0 0.1
N 0.525 -2.346 -3.210 -0.1 0.1 0.1
S -1.038 -2.244 -3.264 0.0 -0.1 -0.2
O -1.538 -3.006 -4.371 0.1 0.1 -0.1
O -1.590 -0.913 -3.087 0.3 -0.4 0.1
C -1.591 -3.274 -1.821 0.1 0.1 -0.2
F -0.924 -3.016 -0.717 0.1 0.1 0.2
F -1.394 -4.563 -2.130 0.0 -0.2 0.0
F -2.891 -3.089 -1.619 -0.2 0.0 0.0
```
Positions in Å, forces in eV/Å.

Calculated values
- Energy relative to the best compared isomer or geometry (same formula, charge and spin): 0.0 kcal/mol
- HOMO-LUMO gap: 7.9 eV
- Max |F|: 0.8 eV Å⁻¹
- E_tot: -5291.62357 Ha
- Net charge: -2

***

Record 6
C8H5Br2NO2 in the gas phase. Source: the Open Molecules 2025 dataset; level of theory: ωB97M-V/def2-TZVPD.

```
18
Properties=species:S:1:pos:R:3:forces:R:3
Br 4.454 -1.125 0.704 0.3 -0.1 0.1
O 2.873 -1.820 1.241 -4.1 2.1 -2.2
C 1.601 -1.039 0.538 3.3 -1.0 2.8
N 0.422 -1.269 1.179 0.4 1.1 -1.5
C -0.530 -0.390 0.683 0.3 0.4 -1.6
C -1.908 -0.531 0.796 2.0 4.0 -2.5
C -2.673 0.430 0.109 -1.1 -0.5 1.5
C -2.040 1.380 -0.669 0.2 0.3 -2.1
C -0.688 1.314 -1.021 0.1 0.4 1.1
C 0.101 0.510 -0.261 1.7 -2.5 1.6
C 1.582 0.124 -0.262 -3.6 -2.0 1.5
O 2.603 0.689 -0.750 1.5 1.3 -1.7
Br 2.863 0.473 -2.746 -0.1 0.0 0.6
H 0.160 -1.848 1.924 0.5 -1.2 1.0
H -2.290 -1.294 1.298 -1.8 -3.0 2.2
H -3.796 0.419 0.292 1.6 0.2 -0.6
H -2.564 2.077 -1.303 -0.7 0.1 0.3
H -0.170 1.901 -1.753 -0.4 0.6 -0.4
```
Positions in Å, forces in eV/Å.

Calculated values
- Energy relative to the best compared isomer or geometry (same formula, charge and spin): 24.8 kcal/mol
- HOMO-LUMO gap (alpha / beta): 6.7 / 6.6 eV
- Max |F|: 5.1 eV Å⁻¹
- E_tot: -5660.93502 Ha
- SMILES: BrOc1[nH]c2ccccc2c1OBr
- Net charge: 0

***

Record 7
C8H5BrClN2OP in the gas phase. Source: the Open Molecules 2025 dataset; level of theory: ωB97M-V/def2-TZVPD.

```
19
Properties=species:S:1:pos:R:3:forces:R:3
O 3.504 -1.668 0.362 -0.1 0.2 -0.2
P 3.371 -0.411 -0.676 0.0 -0.2 0.0
Cl 4.419 1.074 0.331 0.0 0.1 0.0
C 1.647 0.101 -0.284 0.1 0.3 0.0
C 1.273 1.334 0.311 0.2 -0.2 -0.1
C -0.038 1.625 0.540 -0.1 0.2 0.1
C -1.039 0.704 0.186 -0.1 -0.2 -0.1
N -2.352 1.009 0.425 0.0 -0.1 -0.1
C -3.212 0.123 0.063 0.1 0.0 0.0
Br -5.045 0.473 0.360 -0.1 0.0 0.0
C -2.865 -1.123 -0.549 0.1 0.1 0.0
N -1.627 -1.435 -0.779 -0.1 0.0 0.0
C -0.678 -0.520 -0.417 -0.3 0.1 0.1
C 0.677 -0.796 -0.658 0.2 -0.1 0.0
H 2.985 -1.524 1.164 0.1 -0.1 0.1
H 2.042 2.038 0.585 0.0 0.1 0.0
H -0.342 2.558 0.997 0.0 0.0 0.0
H -3.645 -1.823 -0.826 0.0 0.0 0.0
H 0.924 -1.738 -1.135 0.0 0.0 0.0
```
Positions in Å, forces in eV/Å.

Calculated values
- HOMO-LUMO gap: 8.6 eV
- Max |F|: 0.3 eV Å⁻¹
- E_tot: -3868.23047 Ha
- SMILES: OP(Cl)c1ccc2nc(Br)cnc2c1
- Net charge: 0

***

Record 8
A molecular structure, C8H5Cl2IrNO3Pr. Source: the Open Molecules 2025 dataset; level of theory: ωB97M-V/def2-TZVPD.

```
21
Properties=species:S:1:pos:R:3:forces:R:3
Pr -0.009 0.358 -2.091 2.8 0.9 0.3
Ir 1.303 1.087 0.393 -0.7 -0.8 -0.4
Cl -1.584 -1.621 -2.617 -1.4 -1.7 -0.4
Cl -1.392 2.502 -2.609 -0.9 1.5 -0.5
C 2.562 2.130 -0.422 5.9 5.5 -3.7
C 1.050 -0.905 -4.209 0.7 -3.2 -4.5
C 1.159 1.655 -4.422 1.1 1.2 -3.7
O 3.369 2.846 -0.895 -4.0 -3.6 2.3
O 1.221 -1.447 -5.211 -0.6 2.3 4.2
O 1.535 1.868 -5.482 -1.3 -0.6 3.9
C -1.456 -1.306 3.410 0.2 0.1 -0.4
C -1.889 -0.103 2.844 -1.2 -0.8 1.7
C -1.131 0.523 1.856 1.3 0.1 -1.1
N 0.029 -0.023 1.442 -1.2 -0.4 0.3
C 0.421 -1.234 1.887 0.7 1.7 -1.1
C -0.286 -1.872 2.899 -1.1 -1.4 1.3
H -2.035 -1.818 4.170 0.0 0.1 0.1
H -2.811 0.377 3.160 -0.1 -0.1 0.1
H -1.445 1.430 1.320 0.0 -0.2 0.7
H 1.323 -1.592 1.379 -0.2 -0.4 0.6
H 0.067 -2.854 3.198 -0.1 0.0 0.3
```
Positions in Å, forces in eV/Å.

Calculated values
- Energy relative to the best compared isomer or geometry (same formula, charge and spin): 28.2 kcal/mol
- HOMO-LUMO gap (alpha / beta): 8.2 / 3.9 eV
- Max |F|: 8.9 eV Å⁻¹
- E_tot: -2128.04335 Ha
- Net charge: +4
- 2S+1: 7